Here is a cluster of 2 separate species, C2H3F3O3S in total in a non-equilibrium geometry from OMol25. Energies are from the ωB97M-V functional and the def2-TZVPD basis.

```
12
Properties=species:S:1:pos:R:3
O 1.71363 1.14952 0.32190
C 2.23663 -0.06524 0.04595
F 3.39408 -0.31414 0.52312
F 1.28625 -0.94878 0.47491
F 2.26975 -0.24788 -1.33326
H 0.79052 1.09249 0.09660
O -0.90300 0.91652 -0.00992
C -2.09469 0.82709 0.10900
S -3.00026 -0.66939 0.05094
O -1.87020 -1.61814 -0.55555
H -2.62005 1.70873 0.26833
H -1.20266 -1.83078 0.00797
```

Results
Electronic energy: -1001.4996 Ha
Kohn-Sham gap: 10.4393 eV
ΔE to the lowest compared entry with this formula, charge and spin: 0.3254 eV
LUMO level: 0.094 eV
SMILES: OC(F)(F)F.O=CSO

Atom charges from the Löwdin analysis, given in e for atoms 1 to 2: number 1, O, carries 0.138; number 2, C, carries -0.729